(1)
Density functional theory data (ωB97M-V/def2-TZVPD) for a molecular structure, C32H29ClN4O2SSc.

Element x y z (Å)
Sc  0.696  0.747  0.286
C  3.782  0.791  1.723
C  4.734  1.224  0.605
C  4.565  0.484  -0.705
C  5.587  -0.336  -1.167
C  5.461  -1.037  -2.356
C  4.299  -0.926  -3.100
C  3.252  -0.119  -2.670
C  1.970  -0.064  -3.463
C  0.972  -1.134  -3.015
C  3.403  0.585  -1.477
N  2.327  1.390  -0.980
C  2.424  2.692  -1.053
C  1.530  3.497  -0.322
C  1.344  4.878  -0.264
C  0.334  5.101  0.670
C  -0.050  3.851  1.149
N  0.660  2.865  0.564
H  4.114  1.184  2.684
H  3.715  -0.294  1.792
H  2.777  1.207  1.569
H  5.757  1.058  0.945
H  4.642  2.304  0.455
H  6.496  -0.422  -0.584
H  6.270  -1.668  -2.701
H  4.199  -1.468  -4.032
H  2.202  -0.224  -4.516
H  1.522  0.929  -3.388
H  1.433  -2.121  -3.045
H  0.093  -1.150  -3.663
H  0.633  -0.985  -1.985
H  3.225  3.149  -1.631
H  1.885  5.615  -0.836
H  -0.071  6.050  0.978
H  -0.796  3.631  1.898
S  -5.811  0.363  -1.572
C  -4.142  0.544  -1.101
C  -3.185  0.595  -2.122
C  -1.857  0.715  -1.796
N  -1.414  0.791  -0.530
C  -2.337  0.765  0.447
C  -3.686  0.640  0.215
C  -6.642  0.375  0.005
C  -6.888  -0.814  0.673
C  -7.547  -0.746  1.894
N  -7.951  0.393  2.446
C  -7.720  1.523  1.785
C  -7.071  1.572  0.558
H  -3.482  0.543  -3.160
H  -1.106  0.756  -2.575
H  -1.976  0.837  1.467
H  -4.368  0.621  1.052
H  -6.580  -1.764  0.258
H  -7.760  -1.651  2.451
H  -8.070  2.435  2.254
H  -6.909  2.513  0.051
Cl  0.760  -7.108  3.264
C  0.776  -5.484  2.686
C  1.614  -5.145  1.632
C  1.625  -3.841  1.174
C  0.797  -2.888  1.766
C  -0.038  -3.241  2.824
C  -0.050  -4.541  3.288
C  0.821  -1.509  1.272
O  1.610  -1.150  0.336
O  0.038  -0.616  1.761
H  2.248  -5.897  1.184
H  2.272  -3.547  0.359
H  -0.668  -2.489  3.278
H  -0.687  -4.834  4.111

## Properties
- Lowest unoccupied orbital energy: -0.117 Eh
- HOMO level: -11.02 eV
- Energy: -87767.9214 eV
- Total charge: +1
- HOMO-LUMO gap: 7.8 eV

(2)
Density functional theory data (ωB97M-V/def2-TZVPD) for a molecular structure, C32H29IIrNOS4 at a distorted geometry.

Element x y z (Å)
Ir  -0.330  -0.564  0.186
I  1.858  -1.443  1.730
C  3.155  -0.796  0.209
C  4.489  -0.755  0.486
C  5.396  -0.427  -0.546
C  4.928  -0.180  -1.803
C  3.537  -0.206  -2.086
C  3.068  0.034  -3.399
C  1.734  -0.033  -3.665
C  0.810  -0.292  -2.626
C  1.187  -0.495  -1.316
C  2.596  -0.496  -1.054
H  4.857  -0.982  1.479
H  6.459  -0.410  -0.334
H  5.612  0.033  -2.616
H  3.786  0.258  -4.181
H  1.370  0.130  -4.675
H  -0.238  -0.331  -2.891
S  -0.750  0.796  2.124
C  -1.873  -0.063  3.165
C  -2.255  0.515  4.380
C  -3.128  -0.142  5.232
C  -3.622  -1.395  4.878
C  -3.248  -1.962  3.671
C  -2.380  -1.291  2.801
S  -1.939  -1.996  1.263
H  -1.846  1.485  4.644
H  -3.420  0.314  6.170
H  -4.298  -1.923  5.541
H  -3.619  -2.939  3.379
N  -1.407  0.843  -0.957
S  -1.126  2.385  -1.263
C  0.610  2.755  -1.095
C  1.282  3.079  -2.266
C  2.651  3.305  -2.224
C  3.335  3.193  -1.021
C  2.649  2.874  0.147
C  1.281  2.660  0.119
C  -1.800  3.271  0.138
C  -2.978  2.765  0.669
C  -3.579  3.426  1.728
C  -3.008  4.587  2.238
C  -1.835  5.086  1.689
C  -1.226  4.434  0.625
H  -1.766  0.393  -1.792
H  0.738  3.149  -3.201
H  3.182  3.565  -3.132
H  4.404  3.362  -0.989
H  3.180  2.787  1.088
H  0.743  2.454  1.037
H  -3.388  1.844  0.278
H  -4.490  3.030  2.159
H  -3.479  5.102  3.067
H  -1.388  5.988  2.091
H  -0.310  4.822  0.199
O  -1.293  -2.110  -1.522
S  -0.572  -3.260  -2.201
C  0.207  -4.242  -0.881
C  -0.840  -5.234  -0.395
C  -1.505  -5.758  -1.662
C  -1.876  -4.517  -2.471
H  0.535  -3.531  -0.122
H  1.073  -4.737  -1.329
H  -1.569  -4.706  0.224
H  -0.397  -6.032  0.201
H  -2.386  -6.365  -1.447
H  -0.801  -6.376  -2.227
H  -2.781  -4.033  -2.099
H  -1.969  -4.699  -3.541

## Properties
- Lowest unoccupied orbital energy (alpha / beta): 0.001 / 0.001 Eh
- Energy relative to the best compared isomer or geometry (same formula, charge and spin): 1.808 eV
- HOMO level (alpha / beta): -6.19 / -6.19 eV
- Energy: -91471.4720 eV
- Total charge: 0
- HOMO-LUMO gap (alpha / beta): 6.2 / 6.2 eV

(3)
Density functional theory data (ωB97M-V/def2-TZVPD) for a molecular structure, C32H29IrN5O7SSe.

Element x y z (Å)
Ir  -0.499  -0.386  0.170
C  2.981  -1.334  -2.189
O  2.398  -2.402  -2.941
C  1.062  -2.332  -3.233
C  0.664  -2.797  -4.470
C  -0.678  -2.831  -4.842
C  -1.627  -2.383  -3.954
C  -1.262  -1.916  -2.680
C  -2.339  -1.496  -1.824
N  -2.196  -0.974  -0.658
N  -3.320  -0.596  0.055
C  -3.025  0.192  1.052
O  -1.816  0.551  1.392
C  -4.131  0.732  1.878
C  -5.460  0.515  1.520
C  -6.480  1.028  2.303
C  -6.182  1.761  3.445
C  -4.860  1.978  3.803
C  -3.835  1.466  3.023
C  0.105  -1.903  -2.283
O  0.536  -1.640  -1.080
H  4.042  -1.348  -2.433
H  2.842  -1.479  -1.117
H  2.543  -0.373  -2.474
H  1.439  -3.130  -5.149
H  -0.961  -3.196  -5.819
H  -2.675  -2.386  -4.224
H  -3.362  -1.606  -2.175
H  -5.677  -0.053  0.627
H  -7.511  0.860  2.021
H  -6.982  2.160  4.055
H  -4.626  2.546  4.694
H  -2.800  1.621  3.296
C  -0.201  7.027  2.064
C  -0.161  5.810  1.184
C  0.493  5.834  -0.044
C  0.510  4.718  -0.866
C  -0.134  3.560  -0.455
C  -0.794  3.511  0.766
C  -0.802  4.635  1.574
S  -0.062  2.124  -1.490
O  0.427  2.570  -2.762
O  -1.354  1.443  -1.465
N  0.869  1.020  -0.804
C  2.046  1.387  -0.068
C  1.970  0.850  1.351
O  2.836  1.072  2.173
O  0.962  0.060  1.571
H  0.584  7.734  1.798
H  -0.079  6.756  3.113
H  -1.159  7.539  1.966
H  0.996  6.739  -0.363
H  1.009  4.736  -1.824
H  -1.297  2.606  1.079
H  -1.316  4.599  2.526
H  2.231  2.465  -0.044
H  2.927  0.917  -0.519
C  0.619  -4.704  -0.425
N  1.442  -3.874  0.436
C  1.013  -2.924  1.278
Se  -0.768  -2.390  1.601
N  2.073  -2.331  1.835
C  3.231  -2.847  1.289
C  4.570  -2.524  1.470
C  5.482  -3.247  0.727
C  5.078  -4.254  -0.162
C  3.747  -4.574  -0.342
C  2.829  -3.846  0.406
H  -0.412  -4.372  -0.338
H  0.704  -5.748  -0.128
H  0.950  -4.576  -1.455
H  1.959  -1.459  2.354
H  4.872  -1.736  2.146
H  6.536  -3.028  0.828
H  5.830  -4.787  -0.728
H  3.435  -5.338  -1.040

## Properties
- Lowest unoccupied orbital energy (alpha / beta): -0.027 / -0.076 Eh
- Energy relative to the best compared isomer or geometry (same formula, charge and spin): 1.142 eV
- HOMO level (alpha / beta): -7.87 / -7.93 eV
- Energy: -134458.3095 eV
- 2S+1: 2
- Total charge: 0
- HOMO-LUMO gap (alpha / beta): 7.1 / 5.9 eV
- Expectation value of S²: 0.760

(4)
Density functional theory data (ωB97M-V/def2-TZVPD) for a molecular structure, C32H29KN5O4S2.

Element x y z (Å)
K  1.362  -0.528  -1.130
C  -1.335  3.717  -2.204
C  -1.108  2.417  -1.466
O  -0.202  1.654  -1.764
N  -2.000  2.143  -0.488
C  -1.894  0.956  0.350
C  -2.417  -0.296  -0.310
C  -3.783  -0.549  -0.388
C  -4.217  -1.715  -0.994
C  -3.274  -2.596  -1.503
C  -1.933  -2.265  -1.374
N  -1.508  -1.143  -0.788
H  -0.410  3.999  -2.699
H  -1.653  4.512  -1.529
H  -2.110  3.571  -2.958
H  -2.648  2.863  -0.217
H  -2.439  1.143  1.274
H  -0.850  0.803  0.619
H  -4.485  0.154  0.044
H  -5.273  -1.946  -1.055
H  -3.561  -3.532  -1.964
H  -1.150  -2.918  -1.740
O  3.096  1.367  -0.302
C  2.517  1.374  0.807
O  2.530  0.499  1.691
C  1.584  2.578  1.027
C  1.776  3.748  0.240
C  0.909  4.784  0.369
C  -0.193  4.659  1.254
C  -1.194  5.648  1.392
C  -2.262  5.443  2.221
C  -2.368  4.243  2.960
C  -1.407  3.275  2.856
C  -0.301  3.461  1.992
N  0.603  2.446  1.879
H  2.605  3.754  -0.452
H  1.024  5.693  -0.211
H  -1.103  6.567  0.824
H  -3.028  6.202  2.318
H  -3.217  4.089  3.613
H  -1.474  2.337  3.395
C  -2.246  -3.450  2.046
N  -1.062  -2.623  2.075
C  0.148  -2.954  1.486
C  0.991  -1.930  1.713
N  0.284  -0.978  2.421
C  -0.978  -1.396  2.658
S  -2.195  -0.598  3.526
H  -2.086  -4.363  2.622
H  -2.490  -3.709  1.015
H  -3.060  -2.881  2.487
H  0.288  -3.861  0.925
H  2.023  -1.778  1.457
H  0.664  -0.058  2.632
C  -6.585  -7.529  -2.077
C  -5.225  -6.876  -2.147
O  -5.026  -5.738  -1.816
S  -3.977  -7.960  -2.812
C  -2.541  -6.936  -2.741
C  -1.618  -7.106  -1.713
C  -0.514  -6.279  -1.625
C  -0.307  -5.239  -2.546
C  -1.234  -5.111  -3.596
C  -2.330  -5.944  -3.693
C  0.730  -4.281  -2.369
C  1.450  -3.318  -2.087
H  -7.098  -7.179  -1.183
H  -6.517  -8.616  -2.075
H  -7.160  -7.216  -2.950
H  -1.780  -7.880  -0.973
H  0.195  -6.402  -0.817
H  -1.084  -4.320  -4.320
H  -3.044  -5.816  -4.498

## Properties
- Lowest unoccupied orbital energy: 0.079 Eh
- Energy relative to the best compared isomer or geometry (same formula, charge and spin): 0.143 eV
- HOMO level: -4.89 eV
- Energy: -87294.8290 eV
- Total charge: -1
- HOMO-LUMO gap: 7.0 eV

(5)
Density functional theory data (ωB97M-V/def2-TZVPD) for a molecular structure, C32H30Br2KN6O2S at a distorted geometry.

Element x y z (Å)
K  -0.243  -0.833  0.500
O  -1.593  5.991  3.325
C  -1.295  4.755  3.945
C  -0.707  3.818  2.924
C  0.470  3.121  3.157
C  0.931  2.254  2.173
N  0.306  2.051  1.032
C  -0.821  2.717  0.798
C  -1.356  3.626  1.714
C  -1.533  2.412  -0.452
C  -2.226  3.395  -1.161
C  -2.890  3.045  -2.327
C  -3.657  4.082  -3.114
O  -4.938  4.319  -2.563
C  -2.878  1.706  -2.709
C  -2.162  0.803  -1.937
N  -1.498  1.144  -0.853
H  -2.042  6.560  3.957
H  -2.211  4.299  4.348
H  -0.590  4.895  4.776
H  1.000  3.228  4.090
H  1.856  1.712  2.308
H  -2.271  4.159  1.506
H  -2.225  4.422  -0.826
H  -3.747  3.772  -4.166
H  -3.142  5.045  -3.076
H  -5.413  3.481  -2.536
H  -3.402  1.377  -3.595
H  -2.125  -0.244  -2.196
C  3.247  -2.150  0.556
N  2.153  -1.933  1.477
C  1.345  -3.132  1.554
C  2.653  -1.562  2.787
C  1.598  -1.022  3.720
C  1.861  -1.054  5.087
C  1.006  -0.442  5.984
C  -0.129  0.194  5.514
C  -0.413  0.176  4.154
C  0.442  -0.417  3.240
H  3.870  -3.016  0.848
H  3.886  -1.268  0.517
H  2.844  -2.328  -0.438
H  1.952  -4.006  1.856
H  0.896  -3.327  0.582
H  0.554  -2.999  2.288
H  3.393  -0.764  2.647
H  3.176  -2.414  3.270
H  2.760  -1.543  5.447
H  1.232  -0.456  7.043
H  -0.792  0.695  6.211
H  -1.322  0.657  3.810
Br  2.912  -6.575  -5.454
C  2.369  -5.282  -4.148
C  2.416  -5.606  -2.796
C  2.049  -4.598  -1.912
N  1.648  -3.399  -2.266
C  1.560  -3.108  -3.577
C  1.952  -4.044  -4.559
C  1.028  -1.815  -3.952
C  0.441  -1.619  -5.222
C  -0.072  -0.383  -5.512
Br  -0.901  -0.074  -7.210
C  0.006  0.656  -4.590
C  0.597  0.355  -3.366
N  1.083  -0.821  -3.046
H  2.731  -6.579  -2.456
H  2.079  -4.787  -0.849
H  1.952  -3.785  -5.606
H  0.361  -2.428  -5.930
H  -0.386  1.636  -4.803
H  0.698  1.124  -2.612
S  -4.738  -3.044  1.419
C  -3.315  -2.584  0.840
N  -2.283  -2.244  0.415

## Properties
- Lowest unoccupied orbital energy: 0.046 Eh
- Energy relative to the best compared isomer or geometry (same formula, charge and spin): 1.418 eV
- HOMO level: -3.00 eV
- Energy: -213952.4015 eV
- Total charge: -1
- HOMO-LUMO gap: 4.2 eV

(6)
Density functional theory data (ωB97M-V/def2-TZVPD) for a molecular structure, C32H30BrF5HfN5O5S3 at a distorted geometry.

Element x y z (Å)
Hf  0.340  0.227  0.662
C  -5.445  -0.441  0.800
S  -4.424  0.815  1.643
C  -2.852  0.337  0.936
S  -1.984  -0.994  1.534
N  -2.528  0.991  -0.124
N  -1.337  0.727  -0.691
C  -1.317  0.434  -1.957
C  -0.046  0.337  -2.616
C  0.048  0.345  -4.013
C  1.292  0.374  -4.602
C  2.415  0.377  -3.780
C  2.238  0.335  -2.408
N  1.042  0.312  -1.821
H  -6.450  -0.337  1.199
H  -5.441  -0.253  -0.271
H  -5.050  -1.428  1.021
H  -2.228  0.383  -2.541
H  -0.855  0.352  -4.600
H  1.394  0.408  -5.676
H  3.408  0.419  -4.199
H  3.093  0.338  -1.743
C  2.253  -2.804  -2.072
C  2.315  -2.703  -0.595
N  1.622  -1.933  0.226
C  2.073  -2.237  1.491
C  3.056  -3.200  1.419
N  3.185  -3.469  0.088
C  3.941  -3.908  2.382
O  3.805  -3.619  3.650
O  4.742  -4.708  1.952
C  1.500  -1.576  2.697
O  1.820  -1.975  3.817
O  0.693  -0.624  2.461
H  1.299  -2.442  -2.440
H  2.380  -3.847  -2.365
H  3.056  -2.219  -2.521
H  3.844  -4.143  -0.272
H  3.041  -2.972  3.837
C  0.062  3.506  -1.449
C  -0.073  4.500  -0.301
C  1.307  4.806  0.289
C  -1.004  4.068  0.814
C  -2.069  4.908  1.103
C  -2.817  4.757  2.254
C  -2.386  3.846  3.196
C  -1.323  2.986  2.955
C  -0.803  2.236  4.167
C  0.718  2.092  4.186
C  -1.481  0.880  4.353
C  -0.726  2.976  1.674
O  0.166  2.043  1.310
H  0.669  3.938  -2.247
H  -0.919  3.245  -1.842
H  0.562  2.606  -1.086
H  -0.478  5.435  -0.712
H  1.808  3.885  0.572
H  1.211  5.433  1.173
H  1.920  5.330  -0.441
H  -2.297  5.710  0.411
H  -3.657  5.408  2.457
H  -2.856  3.823  4.172
H  -1.072  2.864  5.030
H  1.066  1.475  3.359
H  1.022  1.623  5.121
H  1.198  3.067  4.111
H  -1.123  0.178  3.607
H  -2.560  0.977  4.255
H  -1.243  0.473  5.334
Br  2.838  0.928  0.822
F  0.446  -6.802  -4.752
C  -0.001  -5.756  -4.031
C  -0.319  -4.553  -4.652
F  -0.195  -4.438  -5.988
C  -0.766  -3.479  -3.907
F  -1.063  -2.338  -4.564
C  -0.905  -3.530  -2.505
S  -1.349  -2.177  -1.565
C  -0.614  -4.780  -1.917
F  -0.746  -4.928  -0.589
C  -0.176  -5.864  -2.653
F  0.085  -7.032  -2.036

## Properties
- Lowest unoccupied orbital energy: 0.044 Eh
- Energy relative to the best compared isomer or geometry (same formula, charge and spin): 1.605 eV
- HOMO level: -5.20 eV
- Energy: -168810.3080 eV
- Total charge: -1
- HOMO-LUMO gap: 6.4 eV